w) Below is a cluster of 2 separate species, C4H11NO2 in total, with properties calculated with ωB97M-V/def2-TZVPD.

Last columns: bonded neighbours and bond lengths (Å).
CARTESIAN COORDINATES (ANGSTROEM)
1 C 2.836 2.037 0.996  H2 1.095, H10 1.160, O15 1.385, H18 1.173
2 H 2.584 3.076 0.762  C1 1.095
3 C -0.798 -0.562 -0.066  N7 1.324, C11 1.475, O13 1.233
4 H 0.076 -2.544 0.597  C11 1.111
5 H 1.906 1.246 -0.396  O15 0.976
6 H 0.064 -1.273 1.713  C11 1.108
7 N -1.862 -1.298 -0.347  C3 1.324, C12 1.434, H16 1.050
8 H -2.677 -0.177 -1.946  C12 1.123
9 H 1.280 -1.167 0.375  C11 1.168
10 H 2.296 1.609 1.930  C1 1.160
11 C 0.170 -1.437 0.621  C3 1.475, H4 1.111, H6 1.108, H9 1.168
12 C -2.992 -0.721 -1.016  N7 1.434, H8 1.123, H14 1.130, H17 1.108
13 O -0.624 0.617 -0.381  C3 1.233
14 H -3.687 -1.520 -1.409  C12 1.130
15 O 2.823 1.157 -0.074  C1 1.385, H5 0.976
16 H -1.974 -2.193 0.190  N7 1.050
17 H -3.640 -0.061 -0.406  C12 1.108
18 H 3.920 1.994 1.442  C1 1.173

Computed properties:
Structure (SMILES) ... CNC(C)=O.CO
Highest occupied orbital energy ... -10.0 eV

x) Below is a cluster of 2 separate species, C4H11NO2 in total, with properties calculated with ωB97M-V/def2-TZVPD.

Last columns: bonded neighbours and bond lengths (Å).
CARTESIAN COORDINATES (ANGSTROEM)
1 H 0.170 1.815 -0.339  C18 1.102
2 H -0.219 -2.132 -1.364  N4 1.013
3 O 0.045 1.655 2.276  H15 0.948, H17 0.956
4 N -0.426 -1.174 -1.107  H2 1.013, C5 1.471, C6 1.390
5 C 0.721 -0.254 -1.146  N4 1.471, H7 1.117, C16 1.615, C18 1.589
6 C -1.483 -1.088 -0.208  N4 1.390, H12 1.100, O14 1.225
7 H 1.314 -0.598 -2.027  C5 1.117
8 H 1.583 1.575 -1.502  C18 1.098
9 H 1.391 -0.100 1.148  C16 1.144
10 H 2.732 -0.347 -0.046  C16 1.124
11 H -0.081 1.456 -2.124  C18 1.084
12 H -2.110 -1.991 -0.255  C6 1.100
13 H 1.543 -1.699 0.288  C16 1.140
14 O -1.436 -0.265 0.698  C6 1.225
15 H -0.014 1.259 3.136  O3 0.948
16 C 1.647 -0.574 0.138  C5 1.615, H9 1.144, H10 1.124, H13 1.140
17 H -0.775 1.428 1.840  O3 0.956
18 C 0.545 1.322 -1.250  H1 1.102, C5 1.589, H8 1.098, H11 1.084

Computed properties:
Structure (SMILES) ... CC(C)NC=O.O
Highest occupied orbital energy ... -9.6 eV

x) (31.2 kJ/mol below the next structure)

w) Below is an isolated molecule of C3H7NO3, with properties calculated with ωB97M-V/def2-TZVPD.

Last columns: bonded neighbours and bond lengths (Å).
CARTESIAN COORDINATES (ANGSTROEM)
1 H -1.760 -0.329 0.667  C12 1.083
2 O -1.444 1.602 1.164  H10 0.951, C12 1.416
3 C 0.314 0.181 0.260  C7 1.536, C12 1.551, H13 1.096, N14 1.469
4 O 0.491 -1.765 -1.043  H6 0.967, C7 1.385
5 O 0.427 -2.103 1.192  C7 1.190
6 H 0.558 -2.728 -0.980  O4 0.967
7 C 0.491 -1.345 0.277  C3 1.536, O4 1.385, O5 1.190
8 H 0.642 0.844 -1.652  N14 1.020
9 H 1.998 0.631 -0.750  N14 1.017
10 H -0.846 2.286 0.882  O2 0.951
11 H -1.447 0.651 -0.774  C12 1.100
12 C -1.199 0.517 0.289  H1 1.083, O2 1.416, C3 1.551, H11 1.100
13 H 0.729 0.570 1.197  C3 1.096
14 N 1.045 0.988 -0.727  C3 1.469, H8 1.020, H9 1.017

Computed properties:
Structure (SMILES) ... N[C@@H](CO)C(=O)O
Highest occupied orbital energy ... -9.9 eV

x) Below is a cluster of 2 separate species, C3H7NO3 in total, with properties calculated with ωB97M-V/def2-TZVPD.

Last columns: bonded neighbours and bond lengths (Å).
CARTESIAN COORDINATES (ANGSTROEM)
1 H 1.816 2.681 1.179  O11 0.963
2 C -0.978 -0.386 1.123  N5 1.403, H7 1.102, O13 1.198
3 H -0.483 0.824 -2.716  C14 1.091
4 H -0.773 -0.872 -2.799  C14 1.090
5 N -0.281 -1.019 0.082  C2 1.403, C8 1.407, H9 1.019
6 O 1.413 -0.140 -1.140  C8 1.207
7 H -1.005 0.715 1.154  C2 1.102
8 C 0.224 -0.314 -1.026  N5 1.407, O6 1.207, C14 1.480
9 H 0.493 -1.466 0.570  N5 1.019
10 H 1.627 1.273 0.703  O11 0.971
11 O 1.169 2.129 0.728  H1 0.963, H10 0.971
12 H -1.755 0.198 -1.746  C14 1.087
13 O -1.295 -0.983 2.112  C2 1.198
14 C -0.754 -0.036 -2.100  H3 1.091, H4 1.090, C8 1.480, H12 1.087

Computed properties:
Structure (SMILES) ... CC(=O)NC=O.O
Highest occupied orbital energy ... -10.4 eV

w) (7.9 kJ/mol below the next structure)

w) Below is a cluster of 3 separate species, C3H7NO3 in total, with properties calculated with ωB97M-V/def2-TZVPD.

Last columns: bonded neighbours and bond lengths (Å).
CARTESIAN COORDINATES (ANGSTROEM)
1 C 1.969 0.308 -1.145  C2 1.552, H8 1.160, H10 1.143, H11 1.040
2 C 1.115 -0.697 -0.326  C1 1.552, N4 1.280
3 H -3.146 1.495 0.253  O13 1.006
4 N 0.664 -1.020 0.828  C2 1.280, H14 1.012
5 H 0.772 -1.907 -1.607  no bonds
6 O -1.405 0.504 -0.543  C9 1.192
7 O -1.967 -1.265 0.577  C9 1.342, H12 1.019
8 H 2.792 0.799 -0.492  C1 1.160
9 C -2.142 0.028 0.263  O6 1.192, O7 1.342, O13 1.244
10 H 2.578 -0.332 -1.871  C1 1.143
11 H 1.453 1.033 -1.682  C1 1.040
12 H -2.110 -1.847 1.401  O7 1.019
13 O -3.281 0.510 0.405  H3 1.006, C9 1.244
14 H -0.046 -1.724 0.676  N4 1.012

Computed properties:
Highest occupied orbital energy ... -8.3 eV

x) Below is an isolated molecule of C3H7NO3, with properties calculated with ωB97M-V/def2-TZVPD.

Last columns: bonded neighbours and bond lengths (Å).
CARTESIAN COORDINATES (ANGSTROEM)
1 O -2.150 0.452 -1.116  C6 1.213
2 H -0.704 -1.572 -0.345  C9 1.160
3 N 1.133 -1.312 0.808  H7 1.034, C9 1.411, O10 1.445
4 C 0.170 0.428 -0.556  C6 1.486, H8 1.072, C9 1.528, H11 1.085
5 H 0.495 -0.582 2.481  O10 1.006
6 C -1.053 0.964 -1.207  O1 1.213, C4 1.486, O13 1.305
7 H 0.910 -2.256 1.165  N3 1.034
8 H 0.467 1.172 0.156  C4 1.072
9 C -0.082 -0.823 0.286  H2 1.160, N3 1.411, C4 1.528, H12 1.144
10 O 1.393 -0.581 2.027  N3 1.445, H5 1.006
11 H 1.057 0.318 -1.171  C4 1.085
12 H -0.779 -0.591 1.163  C9 1.144
13 O -0.906 2.059 -1.903  C6 1.305, H14 0.998
14 H 0.049 2.325 -1.788  O13 0.998

Computed properties:
Structure (SMILES) ... O=C(O)CCNO
Highest occupied orbital energy ... -10.2 eV

y) Below is an isolated molecule of C3H7NO3, with properties calculated with ωB97M-V/def2-TZVPD.

Last columns: bonded neighbours and bond lengths (Å).
CARTESIAN COORDINATES (ANGSTROEM)
1 H -2.246 -0.394 -1.048  C6 1.124
2 C -0.923 0.420 0.390  C6 1.455, N7 1.424, H8 1.144, H12 1.155
3 H -0.961 -1.523 -0.377  C6 1.187
4 H 2.724 -0.484 0.637  O13 0.899
5 H 0.146 1.920 -0.384  N7 1.003
6 C -1.747 -0.683 -0.083  H1 1.124, C2 1.455, H3 1.187, O9 1.451
7 N 0.236 0.928 -0.263  C2 1.424, H5 1.003, C11 1.383
8 H -1.665 1.280 0.524  C2 1.144
9 O -2.723 -1.068 0.918  C6 1.451, H14 0.976
10 O 2.275 0.858 -1.249  C11 1.217
11 C 1.507 0.406 -0.418  N7 1.383, O10 1.217, O13 1.396
12 H -0.680 0.099 1.472  C2 1.155
13 O 1.844 -0.599 0.489  H4 0.899, C11 1.396
14 H -3.166 -1.779 0.416  O9 0.976

Computed properties:
Structure (SMILES) ... O=C(O)NCCO
Highest occupied orbital energy ... -9.9 eV

z) Below is a cluster of 2 separate species, C3H7NO3 in total, with properties calculated with ωB97M-V/def2-TZVPD.

Last columns: bonded neighbours and bond lengths (Å).
CARTESIAN COORDINATES (ANGSTROEM)
1 N 0.361 1.143 1.211  O5 1.429, H7 1.021, H10 1.180
2 O 1.356 -1.058 -0.058  H12 0.972, C13 1.364
3 C -1.441 -1.626 -0.131  H8 1.086, H9 1.086, C14 1.339
4 H -1.601 0.194 -1.165  C14 1.087
5 O 0.543 2.466 0.704  N1 1.429, H6 0.985
6 H 0.783 2.322 -0.240  O5 0.985
7 H 1.232 0.844 1.653  N1 1.021
8 H -0.828 -2.286 0.476  C3 1.086
9 H -2.439 -1.977 -0.376  C3 1.086
10 H -0.672 0.689 0.868  N1 1.180
11 O 0.993 0.790 -1.337  C13 1.226
12 H 2.115 -1.109 -0.664  O2 0.972
13 C 0.613 0.010 -0.471  O2 1.364, O11 1.226, C14 1.680
14 C -1.015 -0.402 -0.470  C3 1.339, H4 1.087, C13 1.680

Computed properties:
Structure (SMILES) ... C=CC(=O)O.NO
Highest occupied orbital energy ... -9.4 eV

y) (113.4 kJ/mol below the next structure)

w) Below is an isolated molecule of C3H7NO3, with properties calculated with ωB97M-V/def2-TZVPD.

Last columns: bonded neighbours and bond lengths (Å).
CARTESIAN COORDINATES (ANGSTROEM)
1 C 0.353 -0.165 0.270  C2 1.515, N7 1.428, C12 1.555, H14 1.098
2 C -0.925 -0.355 1.061  C1 1.515, O3 1.196, O13 1.354
3 O -1.063 -0.130 2.227  C2 1.196
4 H -2.718 -0.998 0.816  O13 0.970
5 H -0.015 -0.974 -1.588  N7 1.012
6 O 1.580 1.492 -1.042  H8 0.968, C12 1.427
7 N 0.617 -1.070 -0.804  C1 1.428, H5 1.012, H11 1.015
8 H 1.985 0.620 -1.154  O6 0.968
9 H -0.463 1.405 -0.928  C12 1.088
10 H 0.455 1.947 0.600  C12 1.090
11 H 0.600 -2.040 -0.506  N7 1.015
12 C 0.396 1.293 -0.270  C1 1.555, O6 1.427, H9 1.088, H10 1.090
13 O -1.937 -0.799 0.278  C2 1.354, H4 0.970
14 H 1.133 -0.227 1.041  C1 1.098

Computed properties:
Structure (SMILES) ... N[C@@H](CO)C(=O)O
Highest occupied orbital energy ... -9.9 eV

x) Below is a cluster of 2 separate species, C3H7NO3 in total, with properties calculated with ωB97M-V/def2-TZVPD.

Last columns: bonded neighbours and bond lengths (Å).
CARTESIAN COORDINATES (ANGSTROEM)
1 H -1.846 -0.135 -1.624  C14 1.091
2 H 1.662 1.822 1.785  O13 0.966
3 N -0.197 -0.248 0.469  C4 1.405, H6 1.028, C9 1.419
4 C 0.070 0.325 -0.786  N3 1.405, O7 1.214, C14 1.498
5 O -1.069 -2.260 1.211  C9 1.195
6 H 0.268 0.419 1.097  N3 1.028
7 O 1.090 0.963 -0.943  C4 1.214
8 H -0.788 0.669 -2.734  C14 1.088
9 C -0.259 -1.662 0.567  N3 1.419, O5 1.195, H11 1.104
10 H -0.513 -1.039 -2.348  C14 1.091
11 H 0.334 -2.139 -0.232  C9 1.104
12 H 1.186 1.747 3.187  O13 0.964
13 O 0.865 1.612 2.288  H2 0.966, H12 0.964
14 C -0.803 -0.072 -1.937  H1 1.091, C4 1.498, H8 1.088, H10 1.091

Computed properties:
Structure (SMILES) ... CC(=O)NC=O.O
Highest occupied orbital energy ... -9.9 eV

y) Below is a cluster of 2 separate species, C3H7NO3 in total, with properties calculated with ωB97M-V/def2-TZVPD.

Last columns: bonded neighbours and bond lengths (Å).
CARTESIAN COORDINATES (ANGSTROEM)
1 N 0.963 0.814 0.675  C4 1.403, C9 1.380, H11 1.015
2 O 2.595 0.811 -0.887  C4 1.194
3 H -0.676 -3.522 -0.321  O10 0.950
4 C 1.431 0.712 -0.644  N1 1.403, O2 1.194, H5 1.095
5 H 0.684 0.523 -1.422  C4 1.095
6 C -1.406 1.141 0.007  H8 1.092, C9 1.512, H12 1.089, H13 1.085
7 H 0.793 -3.190 -0.543  O10 0.954
8 H -1.627 0.147 -0.389  C6 1.092
9 C -0.338 1.045 1.073  N1 1.380, C6 1.512, O14 1.209
10 O 0.037 -3.614 -0.941  H3 0.950, H7 0.954
11 H 1.660 0.721 1.407  N1 1.015
12 H -2.338 1.417 0.499  C6 1.089
13 H -1.182 1.869 -0.766  C6 1.085
14 O -0.594 1.127 2.251  C9 1.209

Computed properties:
Structure (SMILES) ... CC(=O)NC=O.O
Highest occupied orbital energy ... -10.5 eV

z) Below is a cluster of 2 separate species, C3H7NO3 in total, with properties calculated with ωB97M-V/def2-TZVPD.

Last columns: bonded neighbours and bond lengths (Å).
CARTESIAN COORDINATES (ANGSTROEM)
1 N 0.735 -1.331 -1.296  H5 1.004, H9 1.009, C14 1.348
2 H 1.413 0.422 1.337  C11 1.095
3 H 0.787 1.868 0.523  C11 1.089
4 H 0.710 1.754 2.303  C11 1.094
5 H 1.635 -1.356 -1.740  N1 1.004
6 H -2.070 0.401 -0.744  C10 1.100
7 O -0.658 0.649 1.215  C11 1.414, H13 0.986
8 O -1.640 -1.475 -0.061  C10 1.216
9 H 0.335 -2.170 -0.903  N1 1.009
10 C -1.359 -0.428 -0.613  H6 1.100, O8 1.216, C14 1.528
11 C 0.638 1.194 1.366  H2 1.095, H3 1.089, H4 1.094, O7 1.414
12 O 0.292 0.832 -1.842  C14 1.212
13 H -0.790 -0.138 1.793  O7 0.986
14 C -0.030 -0.222 -1.338  N1 1.348, C10 1.528, O12 1.212

Computed properties:
Structure (SMILES) ... NC(=O)C=O.CO
Highest occupied orbital energy ... -9.6 eV

y) (20.7 kJ/mol below the next structure)